The following is a quantum chemistry calculation of a cluster of 2 separate species, C4H10N2OS in total at a distorted geometry, from the Open Molecules 2025 dataset.

Results
HOMO (alpha / beta) = -0.2810 / -0.2378 Eh
energy relative to the best compared isomer or geometry (same formula, charge and spin) = 5.6788 eV
lowest unoccupied orbital energy (alpha / beta) = 0.028 / 0.016 hartree
gap between HOMO and LUMO (alpha / beta) = 8.40 / 6.92 eV

Last column: natural (NBO) charge in e.
Atoms and positions in Å:
S -1.488 0.237 -0.182  0.20
O 0.647 0.187 -1.571  -0.55
N 1.115 -0.573 1.293  -0.47
N 1.196 -1.626 0.497  -0.55
C 0.120 0.942 -0.829  0.52
C 0.514 2.311 -0.415  -0.74
C -4.082 -0.233 -1.241  -0.65
C -2.696 0.320 -1.352  -0.44
H -4.047 -1.008 -0.445  0.22
H -2.254 1.059 -2.150  0.20
H 0.406 -2.454 0.620  0.35
H 0.752 -0.845 2.238  0.31
H -4.776 0.569 -0.895  0.22
H 1.480 -1.379 -0.406  0.38
H -0.279 3.031 -0.823  0.25
H 0.372 2.412 0.716  0.26
H -4.440 -0.673 -2.146  0.23
H 1.571 2.487 -0.647  0.25


The following is a quantum chemistry calculation of a structure of composition C26H27CoN4O4, from the Open Molecules 2025 dataset.

Results
HOMO (alpha / beta) = -0.4590 / -0.5150 Eh
energy relative to the best compared isomer or geometry (same formula, charge and spin) = 0.0000 eV
expectation value of S² = 6.02
total charge = +2
lowest unoccupied orbital energy (alpha / beta) = -0.216 / -0.247 hartree
multiplicity = 5
gap between HOMO and LUMO (alpha / beta) = 6.60 / 7.28 eV

Last column: natural (NBO) charge in e.
Atoms and positions in Å:
Co 0.790 -1.366 -0.508  1.56
O -1.127 -1.620 -1.418  -0.99
O 1.451 -3.615 2.711  -0.42
O 2.375 -0.843 -1.590  -0.76
O 1.429 3.165 1.272  -0.45
N 1.558 -0.427 1.165  -0.60
N 0.799 -2.964 0.691  -0.67
N 4.232 0.336 -1.954  -0.74
N 0.310 1.906 -0.234  -0.45
C 3.414 0.174 3.177  -0.15
C -3.380 -2.750 1.408  -0.19
C 1.258 1.933 0.764  0.51
C -1.338 3.690 -1.130  -0.09
C 2.953 -1.145 2.998  -0.19
C -1.996 -2.871 1.356  -0.32
C -1.411 -4.055 0.907  0.03
C 2.045 -1.379 1.999  0.09
C -4.189 -3.809 1.020  -0.19
C 2.892 1.167 2.402  -0.16
C -0.513 3.140 0.004  -0.08
C -2.148 5.585 -2.386  -0.20
C 2.146 1.550 -1.967  -0.53
C 2.921 0.258 -1.804  0.72
C 0.553 4.070 0.575  -0.09
C 1.443 -2.700 1.778  0.62
C 0.687 -4.748 2.213  -0.09
C -3.610 -4.992 0.584  -0.17
C -2.936 3.385 -2.916  -0.19
C 0.096 -4.242 0.870  -0.13
C -1.363 5.061 -1.369  -0.15
C 1.917 0.870 1.402  0.07
C -2.169 2.861 -1.888  -0.22
C -2.229 -5.112 0.523  -0.24
C -2.914 4.747 -3.181  -0.18
C 0.663 1.468 -1.595  -0.21
H 0.175 4.793 1.291  0.23
H -1.379 -2.047 1.700  0.21
H 4.689 1.206 -2.175  0.42
H 0.347 -4.918 0.053  0.23
H -1.781 -6.035 0.171  0.23
H -0.777 5.737 -0.759  0.21
H -0.075 -4.998 2.945  0.23
H 4.151 0.393 3.937  0.25
H -2.168 6.654 -2.550  0.24
H 3.291 -1.958 3.624  0.26
H 2.644 2.338 -1.400  0.25
H -2.244 1.805 -1.650  0.21
H -3.498 5.151 -3.997  0.24
H 1.367 -5.589 2.093  0.22
H -5.265 -3.715 1.071  0.24
H -4.234 -5.822 0.283  0.24
H -3.826 -1.831 1.767  0.23
H 2.227 1.812 -3.025  0.28
H 1.112 4.587 -0.210  0.20
H 3.178 2.199 2.540  0.26
H -1.169 -2.246 -2.155  0.52
H 0.300 0.445 -1.758  0.17
H 0.105 2.092 -2.282  0.27
H -3.563 2.726 -3.502  0.23
H -1.203 2.885 0.816  0.22
H -1.814 -1.893 -0.781  0.53
H 4.800 -0.497 -1.922  0.43


What did the second record say?
The following is a quantum chemistry calculation of a structure of composition C26H27CoN4O4, from the Open Molecules 2025 dataset.

Results
HOMO (alpha / beta) = -0.4590 / -0.5150 Eh
energy relative to the best compared isomer or geometry (same formula, charge and spin) = 0.0000 eV
expectation value of S² = 6.02
total charge = +2
lowest unoccupied orbital energy (alpha / beta) = -0.216 / -0.247 hartree
multiplicity = 5
gap between HOMO and LUMO (alpha / beta) = 6.60 / 7.28 eV

Last column: natural (NBO) charge in e.
Atoms and positions in Å:
Co 0.790 -1.366 -0.508  1.56
O -1.127 -1.620 -1.418  -0.99
O 1.451 -3.615 2.711  -0.42
O 2.375 -0.843 -1.590  -0.76
O 1.429 3.165 1.272  -0.45
N 1.558 -0.427 1.165  -0.60
N 0.799 -2.964 0.691  -0.67
N 4.232 0.336 -1.954  -0.74
N 0.310 1.906 -0.234  -0.45
C 3.414 0.174 3.177  -0.15
C -3.380 -2.750 1.408  -0.19
C 1.258 1.933 0.764  0.51
C -1.338 3.690 -1.130  -0.09
C 2.953 -1.145 2.998  -0.19
C -1.996 -2.871 1.356  -0.32
C -1.411 -4.055 0.907  0.03
C 2.045 -1.379 1.999  0.09
C -4.189 -3.809 1.020  -0.19
C 2.892 1.167 2.402  -0.16
C -0.513 3.140 0.004  -0.08
C -2.148 5.585 -2.386  -0.20
C 2.146 1.550 -1.967  -0.53
C 2.921 0.258 -1.804  0.72
C 0.553 4.070 0.575  -0.09
C 1.443 -2.700 1.778  0.62
C 0.687 -4.748 2.213  -0.09
C -3.610 -4.992 0.584  -0.17
C -2.936 3.385 -2.916  -0.19
C 0.096 -4.242 0.870  -0.13
C -1.363 5.061 -1.369  -0.15
C 1.917 0.870 1.402  0.07
C -2.169 2.861 -1.888  -0.22
C -2.229 -5.112 0.523  -0.24
C -2.914 4.747 -3.181  -0.18
C 0.663 1.468 -1.595  -0.21
H 0.175 4.793 1.291  0.23
H -1.379 -2.047 1.700  0.21
H 4.689 1.206 -2.175  0.42
H 0.347 -4.918 0.053  0.23
H -1.781 -6.035 0.171  0.23
H -0.777 5.737 -0.759  0.21
H -0.075 -4.998 2.945  0.23
H 4.151 0.393 3.937  0.25
H -2.168 6.654 -2.550  0.24
H 3.291 -1.958 3.624  0.26
H 2.644 2.338 -1.400  0.25
H -2.244 1.805 -1.650  0.21
H -3.498 5.151 -3.997  0.24
H 1.367 -5.589 2.093  0.22
H -5.265 -3.715 1.071  0.24
H -4.234 -5.822 0.283  0.24
H -3.826 -1.831 1.767  0.23
H 2.227 1.812 -3.025  0.28
H 1.112 4.587 -0.210  0.20
H 3.178 2.199 2.540  0.26
H -1.169 -2.246 -2.155  0.52
H 0.300 0.445 -1.758  0.17
H 0.105 2.092 -2.282  0.27
H -3.563 2.726 -3.502  0.23
H -1.203 2.885 0.816  0.22
H -1.814 -1.893 -0.781  0.53
H 4.800 -0.497 -1.922  0.43


Q: Among the records above, which one has the highest energy relative to the best compared isomer or geometry (same formula, charge and spin)?
A: C4H10N2OS


Q: Which value of energy relative to the best compared isomer or geometry (same formula, charge and spin) does entry 2 give?
A: 0.0000 eV